1.
Formula: C50H39AsN7O4S2Tl
Source: the OMol25 dataset
Level of theory: wB97M-V/def2-TZVPD

Summary:
- charge = -2
- relative energy (zero: lowest compared OMol25 entry of this formula, charge and spin) (kcal per mole) = 0.0
- lowest unoccupied orbital energy (eV) = 3.68
- HOMO (Ha) = -0.07255
- E_tot (eV) = -158307.977
- multiplicity = 1

Geometry as XYZ:
```
104
Properties=species:S:1:pos:R:3:mulliken_charge:R:1
Tl -1.0299 0.2160 -1.2354 0.916
C -5.4021 0.8010 0.4728 -1.754
C -4.2515 -0.1103 0.2432 0.296
N -3.8476 -0.5129 -0.8942 -0.193
N -4.3677 0.1542 -2.0078 -0.080
C -4.1364 -0.4510 -3.2153 0.098
N -3.9883 0.4489 -4.1913 -0.314
S -4.0924 -2.1193 -3.4319 -0.368
C -3.4757 -0.5372 1.4266 0.981
C -3.8309 -0.2037 2.7256 -0.637
C -2.9461 -0.4654 3.7590 -0.405
C -1.7401 -1.0627 3.4703 -0.632
C -1.4788 -1.3841 2.1663 -0.463
N -2.3266 -1.1629 1.1548 -0.180
H -5.9703 0.8800 -0.4540 0.428
H -5.0663 1.7935 0.7849 0.227
H -6.0367 0.3877 1.2643 0.569
H -4.0694 1.1374 -2.0058 0.295
H -3.6490 1.3898 -3.9658 0.147
H -3.8357 0.1015 -5.1146 0.233
H -4.7471 0.3638 2.9066 0.199
H -3.2444 -0.1691 4.7734 0.348
H -0.9860 -1.2101 4.2245 0.449
H -0.5434 -1.8468 1.9229 0.690
N 1.7029 4.4146 8.6513 -0.605
C 1.4197 4.0027 7.6171 -0.013
C 1.0359 3.4547 6.3370 0.504
C 0.0202 2.5077 6.2173 -0.904
C -0.2693 1.9733 4.9657 0.049
C 0.4072 2.3851 3.8193 -0.104
C 1.4180 3.3329 3.9733 0.102
C 1.7179 3.8693 5.2076 -0.988
C 0.0537 1.9142 2.4482 1.258
C 1.0405 1.1986 1.8079 0.095
C 2.2616 0.7981 2.4341 -1.241
C 3.0313 0.2494 1.4415 -1.099
C 2.2596 0.3151 0.2600 -1.025
N 1.0723 0.8617 0.4675 0.826
C -1.1739 2.3805 1.9735 -0.388
C -2.0779 3.1899 2.7052 -1.084
C -3.0415 3.5472 1.8060 -1.383
C -2.6912 2.9527 0.5665 -1.204
N -1.5753 2.2528 0.6724 0.950
H -0.5465 2.2081 7.0822 0.465
H -1.1080 1.2999 4.8946 0.358
H 1.9517 3.7256 3.0968 0.416
H 2.5157 4.5824 5.3254 0.442
H 2.5263 0.9403 3.4636 0.643
H 4.0142 -0.1610 1.5192 0.531
H 2.5300 -0.0318 -0.7318 0.594
H -2.0236 3.5043 3.7291 0.557
H -3.9204 4.1406 2.0289 0.434
H -3.1867 3.0370 -0.3805 0.745
S 1.3184 -0.4779 -3.3897 -0.140
C 2.4299 -1.8103 -3.2440 -0.026
C 3.5140 -1.9039 -4.1241 -0.681
C 4.4477 -2.9075 -4.1028 -0.563
C 4.3010 -3.9608 -3.1974 -0.831
C 3.2377 -3.8898 -2.3062 -0.009
C 2.3222 -2.8438 -2.3003 0.022
As 0.8592 -2.7719 -1.0090 0.388
C 0.0428 -4.5082 -1.4925 0.128
C 0.3149 -5.7333 -0.8721 0.098
C -0.2997 -6.9048 -1.3303 -0.654
C -1.2059 -6.8763 -2.3802 -0.474
C -1.4920 -5.6491 -2.9658 -0.510
C -0.8653 -4.4893 -2.5435 -0.479
C 1.8422 -3.3373 0.5893 0.509
C 3.2008 -3.1067 0.7513 -0.370
C 3.8348 -3.3515 1.9719 -0.581
C 3.1071 -3.8959 3.0195 -0.589
C 1.7569 -4.1280 2.8627 -0.921
C 1.1258 -3.8603 1.6611 -0.649
H 3.6436 -1.0810 -4.8025 0.395
H 5.2912 -2.8936 -4.7803 0.325
H 4.9250 -4.8272 -3.1761 0.428
H 3.0913 -4.6993 -1.6076 0.327
H 1.0602 -5.8206 -0.0795 0.256
H -0.0620 -7.8478 -0.8592 0.364
H -1.6854 -7.7747 -2.7322 0.378
H -2.2339 -5.5703 -3.7738 0.342
H -1.1266 -3.5390 -3.0329 0.349
H 3.8004 -2.6605 -0.0547 0.383
H 4.8940 -3.1577 2.0954 0.412
H 3.6003 -4.0806 3.9669 0.353
H 1.1748 -4.5306 3.6698 0.435
H 0.0511 -4.0513 1.5737 0.694
O -2.6094 3.4203 -4.5002 -0.866
C -2.0163 3.2318 -3.4294 0.193
O -2.4963 2.6415 -2.4262 -0.429
C -0.5605 3.7220 -3.3213 -0.306
C 0.2274 3.3747 -2.2342 0.151
C 1.5849 3.7659 -2.1501 -1.055
C 2.1028 4.5395 -3.1615 0.990
O 3.3579 5.0915 -3.2604 -0.519
C 3.3708 5.7344 -4.5179 -0.280
O 2.0848 5.6923 -5.0977 -0.516
C 1.3263 4.8807 -4.2671 1.129
C 0.0106 4.4898 -4.3802 -1.380
H -0.1864 2.8508 -1.3841 0.537
H 2.1668 3.4777 -1.2858 0.521
H 4.0860 5.2331 -5.1687 0.264
H 3.6553 6.7699 -4.3764 0.230
H -0.6236 4.7402 -5.2221 0.445
```



2.
Formula: C3H2N2S
Source: the OMol25 dataset
Level of theory: wB97M-V/def2-TZVPD

Summary:
- relative energy (zero: lowest compared OMol25 entry of this formula, charge and spin) (kcal per mole) = 134.3
- lowest unoccupied orbital energy (alpha / beta) (eV) = -1.16 / -2.82
- HOMO (alpha / beta) (Ha) = -0.33361 / -0.32555
- E_tot (eV) = -16951.580
- multiplicity = 1

Geometry as XYZ:
```
8
Properties=species:S:1:pos:R:3:nbo_charge:R:1
C 0.7198 1.2760 0.1192 -0.066
C -0.5547 1.4910 0.0304 0.158
C 1.0463 -0.1139 0.0172 -0.081
N -1.3584 0.5339 -0.1925 -0.430
N -0.0952 -0.8002 -0.0505 -0.521
S 2.4903 -0.9142 0.0114 0.133
H -2.1752 0.3076 0.3605 0.408
H -0.0729 -1.7802 -0.2958 0.398
```



3.
Formula: C2H3NO2
Source: the OMol25 dataset
Level of theory: wB97M-V/def2-TZVPD

Summary:
- SMILES = O=CNC=O
- relative energy (zero: lowest compared OMol25 entry of this formula, charge and spin) (kcal per mole) = 24.4
- lowest unoccupied orbital energy (eV) = 0.50
- HOMO (Ha) = -0.39033
- E_tot (eV) = -7706.783
- multiplicity = 1

Geometry as XYZ:
```
8
Properties=species:S:1:pos:R:3:nbo_charge:R:1
O 1.1718 -0.8824 -1.7307 -0.543
C 0.7833 -0.8110 -0.5583 0.511
N 0.1361 0.3802 -0.1555 -0.625
C -0.5593 0.3618 1.0150 0.536
O -1.5368 1.0506 1.4229 -0.556
H 0.7693 -1.8175 0.1332 0.165
H 0.0261 1.0856 -0.7647 0.414
H -0.1725 -0.5802 1.4416 0.099
```



4.
Formula: C4H9N3O
Source: the OMol25 dataset
Level of theory: wB97M-V/def2-TZVPD

Summary:
- SMILES = [H]/N=C(\C)NO.CC#N
- relative energy (zero: lowest compared OMol25 entry of this formula, charge and spin) (kcal per mole) = 103.9
- lowest unoccupied orbital energy (eV) = 0.60
- HOMO (Ha) = -0.30317
- E_tot (eV) = -10807.958
- multiplicity = 1

Geometry as XYZ:
```
17
Properties=species:S:1:pos:R:3:nbo_charge:R:1
H -2.4262 2.0844 0.2968 0.345
N -1.9086 1.4881 -0.3406 -0.679
C -1.3151 0.5157 0.2326 0.453
C -1.6388 -0.0155 1.6072 -0.709
N -0.6966 -0.4346 -0.7308 -0.387
O -0.7650 -1.8290 -0.4646 -0.568
H -2.0530 0.7758 2.2293 0.221
H -2.2884 -0.8894 1.5793 0.243
H -0.7248 -0.2847 2.1357 0.249
H -1.0342 -0.2673 -1.6748 0.377
H -0.0304 -1.9538 0.1663 0.470
C 2.7934 0.1556 -1.1971 -0.712
C 1.5894 0.1232 -0.3738 0.349
N 1.1824 0.0153 0.7337 -0.402
H 3.5517 0.7353 -0.6720 0.258
H 2.5928 0.6338 -2.1568 0.241
H 3.1715 -0.8530 -1.3703 0.252
```